A:
Computed, not measured: an isolated ion of composition C5H8NO2S and charge +1, with ωB97M-V/def2-TZVPD.

```
17
Properties=species:S:1:pos:R:3
C -1.81 0.61 -0.62
C -0.80 1.47 0.13
C 0.08 0.54 0.93
C 0.38 -0.75 0.16
C 1.78 -1.48 0.65
N -1.11 0.42 -1.91
O -2.89 0.23 -0.36
O -1.38 0.71 -3.02
S 0.79 -0.62 -1.61
H -0.18 2.04 -0.47
H -1.41 2.14 0.72
H 0.94 1.23 1.00
H -0.47 0.23 1.81
H -0.40 -1.54 0.21
H 2.55 -0.79 0.98
H 2.19 -2.24 -0.07
H 1.74 -2.20 1.48
```

Computed properties:
LUMO energy (eV): -6.951
M (g/mol): 146.191
SMILES string: C[C@H]1CCC(=O)[N+](=O)S1
Frontier orbital gap (eV): 7.990
Charge: +1

---

B:
Computed, not measured: an isolated ion of composition C5H8NO2S and charge +1, with ωB97M-V/def2-TZVPD.

```
17
Properties=species:S:1:pos:R:3
C 0.98 0.08 0.26
C 0.97 -0.28 1.52
C -0.39 0.52 -1.71
C -0.30 -2.30 2.63
C 0.43 1.73 -2.06
N -0.15 -0.09 -0.56
O -1.54 0.15 -2.23
O -1.10 -3.04 3.28
S -0.36 -0.64 2.60
H 1.82 0.42 -0.26
H 2.00 -0.10 2.02
H 1.47 1.42 -2.19
H 0.65 2.26 -1.11
H 0.07 2.31 -2.95
H -1.86 0.71 -2.94
H -0.93 -0.49 -0.24
H -1.75 -2.66 3.94
```

Computed properties:
LUMO energy (eV): -4.652
M (g/mol): 146.191
Frontier orbital gap (eV): 6.702
Charge: +1

---

Stability, lowest: A

---

A:
Computed, not measured: one molecule with the formula C2H3IO, with ωB97M-V/def2-TZVPD.

```
7
Properties=species:S:1:pos:R:3
C -1.03 0.64 0.41
C 0.76 -0.38 -0.50
O -0.50 -0.22 -0.35
I 1.56 -2.24 -1.03
H -2.04 0.94 0.16
H -0.18 1.12 1.02
H 1.44 0.13 0.28
```

Computed properties:
LUMO energy (spin up / spin down) (eV): 0.231 / 0.061
M (g/mol): 169.949
Frontier orbital gap (spin up / spin down) (eV): 7.993 / 7.952

---

B:
Computed, not measured: a 2-piece molecular cluster, C2H3IO overall, with ωB97M-V/def2-TZVPD.

```
7
Properties=species:S:1:pos:R:3
C -0.08 0.66 -0.02
C 1.55 -1.95 -0.75
O 0.00 -0.53 -0.18
I 3.05 -0.53 -0.87
H 0.86 1.27 -0.29
H -1.08 1.30 -0.01
H 1.44 -2.42 0.17
```

Computed properties:
LUMO energy (eV): -0.184
M (g/mol): 169.949
Frontier orbital gap (eV): 7.928

---

Stability, lowest: B

---

A:
Computed, not measured: a 2-piece molecular cluster, C5H12N2O2 overall, with ωB97M-V/def2-TZVPD.

```
21
Properties=species:S:1:pos:R:3
C -1.35 0.70 -0.06
C -0.07 0.28 2.11
C -2.13 0.05 -1.19
C -0.61 -0.33 0.85
O -0.73 -1.52 0.67
H -0.59 1.38 -0.46
H -2.00 1.29 0.58
H 0.78 0.92 1.85
H 0.27 -0.50 2.79
H -0.81 0.90 2.61
H -2.60 0.80 -1.82
H -2.91 -0.59 -0.78
H -1.48 -0.57 -1.80
N 1.48 -1.68 -1.27
C 1.80 -0.65 -0.43
O 2.37 1.46 0.07
N 1.79 0.56 -0.84
H 2.45 2.28 -0.43
H 1.06 -1.38 -2.14
H 1.00 -2.45 -0.83
H 2.27 -0.94 0.51
```

Computed properties:
LUMO energy (eV): 0.932
M (g/mol): 132.163
SMILES string: CCC(C)=O.N/C=N/O
Frontier orbital gap (eV): 9.722

---

B:
Computed, not measured: one molecule with the formula C5H12N2O2, with ωB97M-V/def2-TZVPD.

```
21
Properties=species:S:1:pos:R:3
C -0.30 -0.82 1.93
C 1.69 -0.49 -1.23
C -0.34 -0.62 0.42
C 0.88 0.15 -0.10
O -0.51 -1.87 -0.18
H -1.04 -1.68 -0.97
H 1.56 0.37 0.73
H -0.20 0.12 2.47
H -1.19 -1.34 2.28
H 0.56 -1.45 2.21
H 1.83 -1.57 -1.08
H 2.67 -0.02 -1.28
H 1.23 -0.36 -2.22
N -1.59 0.24 0.10
C 0.33 1.52 -0.61
O -2.10 0.27 -1.24
N 0.38 2.62 0.08
H -2.90 -0.28 -1.24
H -1.65 1.17 0.53
H 0.52 2.44 1.08
H 0.17 1.60 -1.70
```

Computed properties:
LUMO energy (eV): 0.657
M (g/mol): 132.163
SMILES string: [H]/N=C\[C@H](C)[C@](C)(O)NO
Frontier orbital gap (eV): 9.726

---

Stability, lowest: B

---

A:
Computed, not measured: a 2-piece molecular cluster, C5H12N2O2 overall, with ωB97M-V/def2-TZVPD.

```
21
Properties=species:S:1:pos:R:3
C -0.07 0.68 -1.67
C 1.55 -1.27 -0.98
C -0.96 -1.18 -0.26
C 1.30 0.32 1.56
C 0.33 -0.30 -0.59
N 0.47 0.41 0.66
N -2.14 1.28 2.03
O -1.43 2.08 1.21
O -3.10 1.88 2.48
H -0.33 0.42 -2.62
H -1.01 1.15 -1.19
H 0.79 1.30 -1.83
H 2.27 -0.72 -1.58
H 1.06 -2.18 -1.47
H 1.95 -1.80 -0.09
H -0.53 -2.16 0.18
H -1.58 -0.68 0.42
H -1.50 -1.50 -1.16
H -0.62 1.36 1.03
H 2.32 -0.12 1.48
H 1.23 1.02 2.42
```

Computed properties:
LUMO energy (eV): 0.657
M (g/mol): 132.163
SMILES string: C=NC(C)(C)C.O=NO
Frontier orbital gap (eV): 10.178

---

B:
Computed, not measured: a 2-piece molecular cluster, C5H12N2O2 overall, with ωB97M-V/def2-TZVPD.

```
21
Properties=species:S:1:pos:R:3
C 3.36 -0.51 0.56
C 2.01 -0.29 1.16
O 1.20 -1.18 1.38
N 1.55 0.99 1.33
H 4.15 0.08 1.03
H 3.57 -0.70 -0.50
H 0.62 1.08 1.69
H 2.09 1.82 1.20
H 3.54 -1.52 0.98
C -0.86 0.68 -1.22
C -1.22 0.94 -2.70
C -1.90 0.01 -0.35
O -3.08 0.30 -0.45
N -1.52 -1.04 0.47
H 0.12 0.18 -1.13
H -0.51 1.61 -0.74
H -1.40 1.99 -2.85
H -2.26 -1.58 0.86
H -0.53 -1.29 0.59
H -2.08 0.33 -3.02
H -0.34 0.57 -3.22
```

Computed properties:
LUMO energy (eV): 0.557
M (g/mol): 132.163
SMILES string: CCC(N)=O.CC(N)=O
Frontier orbital gap (eV): 9.929

---

Stability, lowest: A

---

A:
Computed, not measured: C5H12N2O2 as an isolated structure, with ωB97M-V/def2-TZVPD.

```
21
Properties=species:S:1:pos:R:3
C 0.03 -1.91 -1.06
N -0.52 -0.68 -0.53
C -1.32 -0.23 1.13
O -0.50 -0.92 2.07
O -2.54 -0.39 1.16
H -1.12 -1.39 2.65
H -1.32 -0.40 -1.09
H -0.70 -2.72 -0.95
H 0.30 -1.80 -2.11
H 0.91 -2.19 -0.48
C 0.77 1.61 -1.27
C 0.49 0.77 -0.04
N 1.61 0.39 0.66
C -0.66 1.17 0.87
H 1.40 -0.19 1.47
H 2.36 0.00 0.10
H 1.13 2.58 -0.94
H 1.51 1.12 -1.90
H -0.14 1.76 -1.84
H -1.37 1.80 0.34
H -0.30 1.61 1.79
```

Computed properties:
LUMO energy (eV): 0.726
M (g/mol): 132.163
Frontier orbital gap (eV): 9.402

---

B:
Computed, not measured: C5H12N2O2 as an isolated structure, with ωB97M-V/def2-TZVPD.

```
21
Properties=species:S:1:pos:R:3
C -0.71 0.14 -0.07
C 2.12 0.47 0.47
C -0.88 -0.36 1.35
C -1.36 -0.65 -1.17
N 1.22 -0.10 -0.52
C -0.53 1.52 -0.30
N 1.42 -1.49 -0.58
O -2.28 1.63 0.23
O 0.02 2.50 -0.63
H -2.65 2.16 -0.51
H 1.91 -1.76 -1.43
H 1.87 -1.90 0.23
H 3.16 0.33 0.16
H 1.98 1.55 0.55
H 2.00 0.02 1.47
H -1.94 -0.50 1.55
H -0.35 -1.31 1.46
H -0.49 0.34 2.08
H -2.41 -0.80 -0.94
H -1.28 -0.16 -2.15
H -0.84 -1.62 -1.25
```

Computed properties:
LUMO energy (eV): 0.805
M (g/mol): 132.163
Frontier orbital gap (eV): 8.894

---

C:
Computed, not measured: C5H12N2O2 as an isolated structure, with ωB97M-V/def2-TZVPD.

```
21
Properties=species:S:1:pos:R:3
C 0.35 0.13 -0.97
C 0.72 -0.02 1.21
C 1.66 -0.14 -1.64
C 0.61 1.41 1.64
N -0.67 -0.72 -1.17
C -1.94 -0.70 -0.41
N -0.22 -0.87 1.66
O -2.27 0.67 -0.25
O -2.82 -1.52 -0.68
H -3.23 0.69 -0.26
H -0.44 -1.67 -1.45
H 0.01 1.16 -0.89
H 1.72 -0.42 1.05
H 0.05 -1.84 1.49
H -1.26 -0.88 0.84
H 2.44 0.50 -1.22
H 1.96 -1.18 -1.52
H 1.60 0.08 -2.71
H 0.90 1.51 2.69
H 1.26 2.06 1.05
H -0.42 1.75 1.53
```

Computed properties:
LUMO energy (eV): 0.201
M (g/mol): 132.163
Frontier orbital gap (eV): 7.803

---

D:
Computed, not measured: a 2-piece molecular cluster, C5H12N2O2 overall, with ωB97M-V/def2-TZVPD.

```
21
Properties=species:S:1:pos:R:3
C 0.14 -2.46 -2.17
C 0.55 -1.37 -3.18
C -0.80 -2.01 -1.12
O -0.96 -0.88 -0.70
N -1.62 -3.04 -0.63
H -0.19 -3.38 -2.66
H 1.00 -2.87 -1.62
H 0.72 -1.82 -4.16
H -2.39 -2.81 -0.04
H -1.55 -3.97 -1.00
H 1.49 -0.98 -2.81
H -0.24 -0.66 -3.37
C -0.40 3.29 1.51
C 0.81 2.48 1.99
O 1.94 2.81 1.73
N 0.48 1.41 2.81
H -1.17 2.66 1.05
H -0.10 4.13 0.91
H 1.27 0.79 2.94
H -0.40 0.97 2.67
H -0.92 3.61 2.42
```

Computed properties:
LUMO energy (eV): 0.722
M (g/mol): 132.163
SMILES string: CCC(N)=O.CC(N)=O
Frontier orbital gap (eV): 10.303

---

Stability, lowest: B

---

A:
Computed, not measured: a 3-piece molecular cluster, C2H2FNO2 overall, with ωB97M-V/def2-TZVPD.

```
8
Properties=species:S:1:pos:R:3
C 0.96 0.69 0.78
C -1.21 -2.85 -0.15
N 1.23 0.33 1.86
O 0.63 0.74 -0.32
O -1.96 -2.38 -0.81
F -0.63 1.65 -2.41
H -0.32 1.13 -1.72
H 1.30 0.69 2.77
```

Computed properties:
LUMO energy (eV): 0.420
M (g/mol): 91.041
Frontier orbital gap (eV): 12.376

---

B:
Computed, not measured: a 2-piece molecular cluster, C2H2FNO2 overall, with ωB97M-V/def2-TZVPD.

```
8
Properties=species:S:1:pos:R:3
C 1.64 0.47 -1.87
C -0.74 -0.55 1.25
N -0.96 -0.12 0.11
O 1.07 0.15 -2.80
O -0.26 0.97 -0.27
F -1.35 -1.67 1.49
H 0.66 1.03 0.00
H -0.06 -0.27 2.09
```

Computed properties:
LUMO energy (eV): 0.974
M (g/mol): 91.041
Frontier orbital gap (eV): 11.139

---

Stability, lowest: B

---

A:
Computed, not measured: C4H11N4O as an isolated structure, with ωB97M-V/def2-TZVPD.

```
20
Properties=species:S:1:pos:R:3
C 1.50 -0.87 0.16
C -1.75 -0.43 0.00
C 1.13 1.84 -0.52
C 0.43 0.52 -0.62
N 2.58 -0.42 0.85
N -2.98 -0.20 0.43
N -1.44 -1.53 -0.63
N -0.78 0.50 0.14
O 1.20 -2.02 -0.08
H 1.94 1.77 -1.32
H 0.52 2.77 -0.62
H 1.50 1.77 0.48
H 0.20 -0.04 -1.54
H 2.71 0.47 1.19
H 3.43 -1.12 1.01
H -3.46 -0.96 0.94
H -3.41 0.69 0.67
H -2.14 -2.21 -0.66
H -0.45 -1.83 -0.64
H -0.73 1.28 0.77
```

Computed properties:
LUMO energy (eV): -2.847
M (g/mol): 131.159
Frontier orbital gap (eV): 10.091
Charge: +1

---

B:
Computed, not measured: a 2-piece molecular cluster, C4H11N4O overall, with ωB97M-V/def2-TZVPD.

```
20
Properties=species:S:1:pos:R:3
C 2.15 1.39 0.68
C 1.09 -0.20 -0.59
C -2.17 -1.86 -0.59
C -0.98 0.30 -1.09
N 2.24 1.67 -0.73
N 1.79 0.71 -1.37
N 1.28 0.25 0.84
N -0.01 0.24 1.60
O -1.81 -0.48 -0.32
H 3.10 1.16 0.92
H 1.74 2.31 1.19
H 1.17 -1.32 -0.88
H -1.44 -2.37 -1.09
H -2.93 -2.03 -1.33
H -2.40 -2.17 0.35
H -1.01 0.39 -2.11
H -1.01 1.31 -0.64
H -0.85 -0.33 1.05
H -0.28 1.17 1.63
H 0.33 -0.16 2.46
```

Computed properties:
LUMO energy (eV): -4.006
M (g/mol): 131.159
Frontier orbital gap (eV): 8.830
Charge: +1

---

Stability, lowest: B

---

A:
Computed, not measured: an isolated ion of composition C2H4NO3S and charge -1, with ωB97M-V/def2-TZVPD.

```
11
Properties=species:S:1:pos:R:3
C 0.04 -0.05 0.66
C 1.29 -0.76 0.38
N -0.50 0.25 1.75
O 0.00 1.43 -1.66
O -1.20 -0.68 -1.72
O -2.08 1.18 -0.35
S -0.95 0.56 -1.01
H 1.02 -1.73 -0.13
H 1.58 -0.18 -0.58
H 2.16 -0.83 1.14
H -1.36 0.81 1.53
```

Computed properties:
LUMO energy (eV): 4.135
M (g/mol): 122.125
SMILES string: [H]/N=C(/C)S(=O)(=O)[O-]
Frontier orbital gap (eV): 8.637
Charge: -1

---

B:
Computed, not measured: a 2-piece molecular cluster, C2H4NO3S overall, with ωB97M-V/def2-TZVPD.

```
11
Properties=species:S:1:pos:R:3
C 0.19 0.75 1.34
C -1.03 0.22 -0.22
N 1.19 0.02 1.20
O 1.19 -0.68 -1.39
O -0.34 1.53 2.09
O -0.97 -1.47 -2.37
S -0.26 -0.26 -1.85
H -1.75 1.02 -0.38
H -1.42 -0.73 0.07
H 1.40 -0.56 -0.44
H 1.80 0.16 1.96
```

Computed properties:
LUMO energy (eV): 3.909
M (g/mol): 122.125
Frontier orbital gap (eV): 7.943
Charge: -1

---

Stability, lowest: B

---

A:
Computed, not measured: C3H4N3 as an isolated structure, with ωB97M-V/def2-TZVPD.

```
10
Properties=species:S:1:pos:R:3
C -1.39 -0.17 -3.09
C -0.38 0.14 -0.98
C 0.46 0.37 0.23
N -0.45 1.03 -2.01
N -1.01 1.02 -3.10
N -0.99 -0.94 -1.30
H -0.22 0.58 1.16
H 1.13 1.08 -0.14
H 0.86 -0.72 0.38
H -1.10 -2.00 -1.06
```

Computed properties:
LUMO energy (spin up / spin down) (eV): -8.363 / -8.596
M (g/mol): 82.086
Frontier orbital gap (spin up / spin down) (eV): 7.552 / 7.330
Charge: +1

---

B:
Computed, not measured: an isolated ion of composition C3H4N3 and charge +1, with ωB97M-V/def2-TZVPD.

```
10
Properties=species:S:1:pos:R:3
C -0.40 1.37 -1.14
C 0.21 -0.14 0.24
C 0.49 -1.57 1.35
N -0.10 1.92 0.01
N 0.24 1.06 0.84
N -0.22 0.05 -1.00
H -0.74 1.88 -1.95
H 0.19 -2.65 1.06
H 0.62 -1.33 2.37
H -0.29 -0.59 -1.78
```

Computed properties:
LUMO energy (spin up / spin down) (eV): -8.767 / -7.150
M (g/mol): 82.086
SMILES string: C=C1N=NC=[NH+]1
Frontier orbital gap (spin up / spin down) (eV): 6.424 / 8.169
Charge: +1

---

Stability, lowest: A

---

A:
Computed, not measured: a 2-piece molecular cluster, CH6N2O overall, with ωB97M-V/def2-TZVPD.

```
10
Properties=species:S:1:pos:R:3
C -1.19 -0.48 -0.04
N 1.82 0.50 -0.18
N -0.40 0.75 -0.26
O 1.75 -0.67 0.13
H -0.54 -1.25 0.34
H -2.09 -0.48 0.54
H -1.37 -0.86 -1.04
H -0.27 1.17 0.62
H 2.08 1.14 0.63
H 0.20 0.18 -0.75
```

Computed properties:
LUMO energy (eV): -0.311
M (g/mol): 62.072
SMILES string: N=O.CN
Frontier orbital gap (eV): 8.992

---

B:
Computed, not measured: a 2-piece molecular cluster, CH6N2O overall, with ωB97M-V/def2-TZVPD.

```
10
Properties=species:S:1:pos:R:3
N 0.82 -0.70 0.71
C 0.77 0.65 0.61
N -0.03 1.19 -0.23
H 0.08 -1.36 0.51
H 1.60 -1.06 1.24
H 1.50 1.17 1.24
H -0.13 2.17 -0.35
H -1.37 -0.08 -0.71
H -1.48 -1.06 -1.95
O -1.77 -0.91 -1.07
```

Computed properties:
LUMO energy (eV): 0.964
M (g/mol): 62.072
SMILES string: [H]/N=C/N.O
Frontier orbital gap (eV): 10.511

---

C:
Computed, not measured: a 2-piece molecular cluster, CH6N2O overall, with ωB97M-V/def2-TZVPD.

```
10
Properties=species:S:1:pos:R:3
C -1.40 -1.50 0.18
N -0.35 -0.87 0.44
N 0.94 1.57 -0.58
O 0.64 -0.94 1.65
H -1.69 -2.18 1.02
H -1.65 -1.48 -0.84
H 0.12 -0.33 -0.24
H 1.22 1.46 0.40
H 0.35 2.44 -0.89
H 1.82 1.84 -1.13
```

Computed properties:
LUMO energy (eV): 0.763
M (g/mol): 62.072
SMILES string: C=[NH+][O-].N
Frontier orbital gap (eV): 9.671

---

D:
Computed, not measured: a 2-piece molecular cluster, CH6N2O overall, with ωB97M-V/def2-TZVPD.

```
10
Properties=species:S:1:pos:R:3
N 1.51 0.11 0.33
H 1.84 -0.46 1.12
H 1.26 0.96 0.89
H 2.40 0.47 -0.22
C -1.66 0.14 -0.04
N -0.68 -0.49 -0.71
O -1.47 1.17 0.68
H -2.65 -0.39 -0.12
H -0.86 -1.33 -1.26
H 0.30 -0.18 -0.68
```

Computed properties:
LUMO energy (eV): 0.871
M (g/mol): 62.072
SMILES string: NC=O.N
Frontier orbital gap (eV): 10.208

---

Stability, lowest: A